Entry 1:
The following is a DFT calculation (ωB97M-V/def2-TZVPD) of 2 unconnected molecules or ions with the total composition C5H8ClNO in a non-equilibrium geometry.

```
16
Properties=species:S:1:pos:R:3:nbo_charge:R:1
O 0.077 0.941 2.226 -0.70
C 0.227 0.115 1.091 0.04
H -1.828 -0.548 0.987 0.22
H 0.226 -1.086 -2.281 0.19
H -0.760 -1.593 1.945 0.23
Cl 1.324 2.258 -0.251 0.06
H 1.760 -1.242 -1.268 0.18
C -0.977 1.122 -0.904 0.18
C -0.831 -0.983 1.045 -0.63
H -0.680 -1.618 0.173 0.22
H 1.620 0.078 -2.549 0.19
N -1.943 1.246 -1.520 -0.29
C 1.157 -0.676 -1.946 -0.45
H 1.227 -0.317 1.211 0.20
H -0.794 1.354 2.216 0.47
C 0.195 0.949 -0.173 -0.10
```

The value obtained for the total energy is -21371.2086 eV. As for the LUMO energy (spin up / spin down): -0.4 / -1.2 eV. The energy above the lowest of the compared OMol25 structures with the same formula, charge and spin is 94.5 kcal/mol. The value obtained for the frontier orbital gap (spin up / spin down) is 0.3169 / 0.2949 Eh.

=====

Entry 2:
The following is a DFT calculation (ωB97M-V/def2-TZVPD) of 2 unconnected molecules or ions with the total composition C5H8ClNOS in a non-equilibrium geometry.

```
17
Properties=species:S:1:pos:R:3:nbo_charge:R:1
H -2.721 2.960 -0.958 0.23
H 1.364 -2.712 -1.798 0.23
C 1.772 -2.100 -1.018 -0.45
C 0.689 0.626 1.155 -0.74
C -2.557 1.066 -0.026 -0.02
C -3.115 2.205 -0.309 -0.53
H 2.013 -2.769 -0.196 0.22
H -4.039 2.488 0.089 0.21
S 0.029 -0.193 -1.567 0.21
H 2.794 -1.919 -1.359 0.21
O 2.743 -0.739 1.208 -0.54
N 1.194 -0.908 -0.518 -0.54
C 1.706 -0.406 0.682 0.69
H 0.516 0.455 2.265 0.24
H -0.254 0.488 0.644 0.23
H 0.931 1.691 0.948 0.25
Cl -3.065 -0.235 0.759 0.11
```

The value obtained for the total energy is -32205.2803 eV. As for the LUMO energy (spin up / spin down): -1.9 / -0.7 eV. The energy above the lowest of the compared OMol25 structures with the same formula, charge and spin is 14.7 kcal/mol. The value obtained for the frontier orbital gap (spin up / spin down) is 0.2505 / 0.3092 Eh.

=====

Entry 3:
The following is a DFT calculation (ωB97M-V/def2-TZVPD) of C5H8ClNS in the gas phase in a non-equilibrium geometry.

```
16
Properties=species:S:1:pos:R:3:nbo_charge:R:1
C 0.510 -0.180 0.613 -0.19
S -1.021 0.433 1.224 0.07
H 2.298 0.255 -0.353 0.20
H 0.608 -2.230 0.060 0.23
C 0.821 -1.609 0.930 -0.65
H -2.328 -1.567 -1.915 0.38
C 1.330 0.635 -0.050 -0.13
H 1.640 2.370 -1.248 0.21
N -1.829 -1.116 -1.153 -0.66
Cl -3.966 0.155 -0.091 0.06
C -2.404 -0.394 -0.353 0.23
H 1.256 2.710 0.440 0.23
C 1.036 2.052 -0.403 -0.66
H 1.868 -1.731 1.197 0.21
H 0.199 -1.958 1.750 0.22
H -0.018 2.175 -0.646 0.23
```

The value obtained for the total energy is -30160.5378 eV. As for the LUMO energy: 0.0 eV. The energy above the lowest of the compared OMol25 structures with the same formula, charge and spin is 37.5 kcal/mol. As for the SMILES: [H]/N=C(\Cl)S/C(C)=C\C. The value obtained for the frontier orbital gap is 0.3194 Eh.